# 1
The following is a DFT calculation (the ωB97M-V functional and the def2-TZVPD basis) of C24H24B2LiO24 as an isolated structure.

Structure (XYZ):
```
75
Properties=species:S:1:pos:R:3:lowdin_charge:R:1
Li -0.137 -0.982 -0.170 0.64
O -2.455 -0.233 6.759 0.10
C -2.712 -0.916 5.765 -0.36
O -1.868 -1.369 4.896 0.22
B -2.530 -2.107 3.812 -0.85
O -3.948 -2.143 4.169 0.25
C -4.134 -1.374 5.208 -0.37
O -5.187 -1.065 5.746 0.12
O -1.990 -3.487 3.713 0.23
C -1.814 -3.699 2.410 -0.36
O -1.402 -4.738 1.891 0.13
C -1.991 -2.450 1.608 -0.40
O -2.378 -1.513 2.439 0.23
O -1.726 -2.343 0.435 0.11
O -2.796 0.375 -3.985 0.14
C -1.603 0.222 -4.132 -0.38
O -0.787 0.776 -5.004 0.23
B 0.587 0.194 -4.896 -0.94
O 0.471 -0.713 -3.815 0.25
C -0.770 -0.752 -3.310 -0.31
O -1.129 -1.335 -2.289 0.11
O 1.067 -0.492 -6.112 0.21
C 2.276 0.055 -6.483 -0.34
O 3.075 -0.403 -7.265 0.14
C 2.513 1.245 -5.545 -0.31
O 1.568 1.242 -4.574 0.20
O 3.523 1.958 -5.699 0.10
O -1.660 0.524 -0.153 0.06
C -2.721 1.011 -0.488 -0.46
O -2.742 2.242 -1.021 0.04
C -4.054 2.562 -1.542 -0.13
C -4.943 1.373 -1.229 -0.16
C -4.060 0.418 -0.534 -0.08
H -3.888 2.612 -2.618 0.12
H -4.476 3.469 -1.112 0.12
H -5.282 0.865 -2.132 0.12
H -5.879 1.681 -0.763 0.11
H -3.914 -0.505 -1.096 0.15
H -4.445 0.127 0.444 0.14
O 1.028 -2.865 -0.141 0.08
C 2.233 -3.025 0.072 -0.39
O 2.949 -4.145 -0.217 0.03
C 4.314 -4.079 0.134 -0.15
C 4.550 -2.546 0.258 -0.15
C 3.200 -2.092 0.760 -0.10
H 4.963 -4.488 -0.639 0.12
H 4.434 -4.578 1.096 0.12
H 4.637 -2.106 -0.736 0.12
H 5.407 -2.279 0.875 0.11
H 3.111 -1.018 0.599 0.12
H 3.219 -2.374 1.814 0.13
O 0.573 -0.470 1.562 -0.01
C 0.609 0.157 2.659 -0.39
O 0.183 1.379 2.760 0.09
C 0.446 1.946 4.028 -0.15
C 0.707 0.774 4.961 -0.14
C 1.122 -0.371 4.031 -0.03
H -0.327 2.576 4.465 0.13
H 1.371 2.522 3.979 0.12
H -0.248 0.553 5.440 0.09
H 1.354 1.022 5.801 0.12
H 0.789 -1.383 4.257 0.13
H 2.203 -0.453 3.906 0.12
O 1.119 0.731 -1.134 0.08
C 1.443 1.807 -1.604 -0.44
O 2.764 2.049 -1.661 0.02
C 3.018 3.444 -1.899 -0.12
C 1.750 3.845 -2.672 -0.17
C 0.690 3.006 -2.124 -0.08
H 3.953 3.508 -2.453 0.13
H 3.148 3.951 -0.942 0.12
H 1.938 3.621 -3.722 0.11
H 1.505 4.906 -2.617 0.12
H 0.030 2.721 -2.943 0.13
H 0.152 3.426 -1.273 0.14
```

Output
- HOMO: -7.66 eV
- ΔE to the lowest compared entry with this formula, charge and spin: 23.0 kcal per mole
- Total charge: -1
- Kohn-Sham gap: 9.55 eV

---

# 2
The following is a DFT calculation (the ωB97M-V functional and the def2-TZVPD basis) of C3H4OS as an isolated structure.

Structure (XYZ):
```
9
Properties=species:S:1:pos:R:3:lowdin_charge:R:1
C -0.448 -0.648 1.057 -0.21
C 0.565 0.153 0.060 -0.76
C 0.274 0.349 -1.498 -0.39
H -1.750 0.531 1.445 0.23
H -0.930 -1.809 0.365 0.15
H 0.591 -0.890 1.969 0.14
H 0.796 1.178 -2.046 0.11
O -0.362 -0.447 -2.015 0.09
S 1.265 1.583 0.662 0.64
```

Output
- HOMO: -9.14 eV
- ΔE to the lowest compared entry with this formula, charge and spin: 165.8 kcal per mole
- Kohn-Sham gap: 7.32 eV

---

# 3
The following is a DFT calculation (the ωB97M-V functional and the def2-TZVPD basis) of C18H28ClN2O3Pd as an isolated structure.

Structure (XYZ):
```
53
Properties=species:S:1:pos:R:3:lowdin_charge:R:1
Pd -0.434 0.851 -0.463 0.17
C -3.964 1.876 1.523 -0.09
O -2.884 2.605 2.083 -0.18
C -2.568 2.213 3.381 -0.22
C -2.094 0.760 3.524 -0.21
O -1.118 0.444 2.549 -0.14
C -0.666 -0.885 2.705 -0.20
C -1.763 -1.924 2.463 -0.23
O -2.584 -1.667 1.352 -0.19
C -1.866 -1.616 0.098 -0.10
H -4.861 1.964 2.156 0.09
H -4.153 2.331 0.554 0.09
H -3.720 0.819 1.389 0.08
H -1.761 2.873 3.704 0.12
H -3.444 2.349 4.038 0.12
H -1.650 0.635 4.525 0.13
H -2.955 0.085 3.447 0.11
H 0.140 -1.014 1.984 0.09
H -0.272 -1.021 3.726 0.12
H -1.291 -2.914 2.350 0.12
H -2.424 -1.964 3.333 0.11
H -1.233 -2.508 0.012 0.09
H -2.636 -1.655 -0.670 0.07
H -1.204 -0.716 -0.099 -0.01
Cl -2.191 0.680 -2.613 0.65
C -0.836 0.339 -3.656 -0.62
C -1.009 -0.550 -4.692 -0.16
C 0.079 -0.914 -5.481 -0.15
C 1.337 -0.427 -5.130 -0.14
C 1.498 0.455 -4.085 -0.08
C 0.404 0.950 -3.323 -0.37
C 0.545 1.945 -2.317 -0.20
H -1.990 -0.966 -4.886 0.09
H -0.054 -1.567 -6.334 0.08
H 2.205 -0.749 -5.697 0.09
H 2.489 0.814 -3.832 0.10
H -0.272 2.664 -2.230 0.00
H 1.521 2.431 -2.302 0.02
C 4.076 1.873 0.379 -0.04
C 3.396 0.544 0.382 -0.33
C 3.870 -0.719 0.692 -0.02
C 2.771 -1.578 0.514 -0.38
N 1.708 -0.881 0.134 0.05
N 2.099 0.401 0.064 -0.01
C 2.720 -3.061 0.700 -0.05
H 5.154 1.746 0.297 0.07
H 3.860 2.419 1.300 0.07
H 3.720 2.473 -0.459 0.07
H 4.867 -0.987 1.002 0.09
H 1.320 1.064 -0.334 0.05
H 3.727 -3.476 0.671 0.06
H 2.121 -3.518 -0.087 0.07
H 2.268 -3.324 1.660 0.06
```

Output
- HOMO: -2.24 eV
- ΔE to the lowest compared entry with this formula, charge and spin: 43.6 kcal per mole
- Total charge: -1
- Kohn-Sham gap: 5.23 eV

---

# 4
The following is a DFT calculation (the ωB97M-V functional and the def2-TZVPD basis) of C4H5NO as an isolated structure.

Structure (XYZ):
```
11
Properties=species:S:1:pos:R:3:lowdin_charge:R:1
N -1.221 -1.346 -1.038 0.15
C -0.567 -0.413 -0.503 -0.51
C 0.471 -0.447 0.513 -0.12
C 1.124 0.509 1.038 0.03
C 0.391 1.549 0.204 -0.16
O -0.622 0.928 -0.704 -0.01
H -1.882 -0.983 -1.723 0.07
H 0.415 -2.038 1.175 0.16
H 0.961 -2.098 0.639 0.16
H 1.085 2.092 -0.441 0.12
H -0.157 2.248 0.839 0.12
```

Output
- HOMO: -9.99 eV
- ΔE to the lowest compared entry with this formula, charge and spin: 143.1 kcal per mole
- Kohn-Sham gap: 9.84 eV

---

# 5
The following is a DFT calculation (the ωB97M-V functional and the def2-TZVPD basis) of an isolated ion of composition C2H4NO3 and charge -1.

Structure (XYZ):
```
10
Properties=species:S:1:pos:R:3:lowdin_charge:R:1
C 1.249 -0.566 0.375 -0.06
C -0.172 -0.378 0.011 -0.46
O -1.003 -1.371 0.010 -0.16
N -0.697 0.923 -0.297 -0.35
O 0.042 1.962 -0.444 -0.23
O -1.997 1.018 -0.680 0.04
H 1.407 -1.343 1.171 0.08
H 1.968 -0.822 -0.457 0.09
H 1.589 0.335 0.783 0.03
H -2.386 0.241 -0.471 0.01
```

Output
- HOMO (spin up / spin down): -1.64 / -1.64 eV
- SMILES: CC(=O)N([O-])O
- ΔE to the lowest compared entry with this formula, charge and spin: 113.5 kcal per mole
- Total charge: -1
- Kohn-Sham gap (spin up / spin down): 6.08 / 6.08 eV

---

# 6
The following is a DFT calculation (the ωB97M-V functional and the def2-TZVPD basis) of C12H21O3PbS8Si as an isolated structure.

Structure (XYZ):
```
46
Properties=species:S:1:pos:R:3:lowdin_charge:R:1
Pb 1.180 0.072 -0.382 0.71
O -0.218 -6.731 1.761 -0.08
C -0.548 -5.707 1.218 -1.03
S -1.047 -5.614 -0.478 1.03
C -1.386 -3.893 -0.459 -0.80
C -1.191 -3.179 0.660 -1.09
S -1.406 -1.482 0.862 0.43
S -0.634 -4.139 2.025 0.97
S -0.567 -2.421 -2.416 0.63
S 2.176 0.781 -2.926 -0.15
S 0.995 -0.310 -4.209 -0.13
S -0.920 0.309 -3.825 0.01
S -1.220 -0.396 -1.895 0.03
C -0.215 3.549 -1.631 -0.22
Si 0.258 2.670 -0.030 0.53
C 1.875 3.540 0.590 -0.67
C 1.759 5.066 0.667 -0.10
C 2.964 3.207 -0.442 -0.15
C 2.347 3.017 1.948 -0.11
C -1.240 2.822 1.174 -0.66
C -1.619 4.284 1.433 -0.10
C -2.448 2.131 0.528 -0.13
C -0.982 2.123 2.511 -0.11
H -0.335 4.625 -1.478 0.02
H -1.153 3.156 -2.029 0.01
H 0.539 3.379 -2.402 0.00
H 1.428 5.500 -0.278 0.07
H 2.737 5.505 0.901 0.08
H 1.065 5.387 1.445 0.06
H 2.692 3.504 -1.456 0.06
H 3.200 2.138 -0.471 0.03
H 3.894 3.723 -0.176 0.08
H 1.703 3.347 2.764 0.06
H 3.358 3.388 2.160 0.08
H 2.387 1.924 1.984 0.06
H -1.797 4.833 0.505 0.07
H -0.852 4.817 1.997 0.06
H -2.544 4.329 2.023 0.08
H -2.725 2.580 -0.429 0.07
H -3.314 2.217 1.196 0.08
H -2.275 1.067 0.369 0.00
H -0.187 2.596 3.088 0.06
H -0.720 1.070 2.375 0.05
H -1.891 2.151 3.124 0.08
O 0.666 -2.667 -1.698 -0.55
O -1.731 -3.361 -1.690 -0.40
```

Output
- HOMO: -4.30 eV
- ΔE to the lowest compared entry with this formula, charge and spin: 0.0 kcal per mole
- Total charge: -1
- Kohn-Sham gap: 6.79 eV

---

# 7
The following is a DFT calculation (the ωB97M-V functional and the def2-TZVPD basis) of an isolated molecule of C21H31FN4O3S.

Structure (XYZ):
```
61
Properties=species:S:1:pos:R:3:lowdin_charge:R:1
C 0.630 1.867 1.210 -0.33
S 0.135 1.013 -0.306 0.85
C -0.233 2.425 -1.395 -0.44
C -1.438 3.246 -0.966 -0.21
C -2.722 2.414 -0.860 -0.34
N -3.872 3.302 -0.993 0.06
C -2.760 1.708 0.503 -0.45
O -2.385 2.306 1.503 0.02
N -3.323 0.481 0.593 -0.05
C -3.758 -0.368 -0.492 -0.14
C -2.666 -1.385 -0.825 -0.12
C -2.326 -2.206 0.424 -0.22
C -1.177 -3.184 0.186 -0.46
O -1.271 -4.365 0.441 0.08
N -0.036 -2.621 -0.280 0.09
C 1.081 -3.424 -0.728 -0.25
C 1.140 -3.482 -2.256 -0.02
C 2.431 -2.934 -0.193 -0.46
O 3.478 -3.363 -0.629 0.07
N 2.365 -2.014 0.790 0.08
C 3.549 -1.378 1.323 -0.12
C 3.717 0.032 0.815 -0.22
C 4.073 1.064 1.673 -0.04
C 4.226 2.356 1.202 -0.02
C 4.010 2.601 -0.141 -0.29
F 4.131 3.865 -0.606 0.05
C 3.663 1.593 -1.022 -0.01
C 3.521 0.308 -0.534 -0.04
C -2.002 -1.284 1.606 -0.12
C -3.130 -0.273 1.818 -0.12
H -0.255 2.266 1.699 0.02
H 1.332 2.654 0.953 0.04
H 1.117 1.137 1.848 0.03
H 0.667 3.042 -1.425 0.08
H -0.393 1.981 -2.378 0.08
H -1.252 3.720 0.000 0.11
H -1.603 4.030 -1.707 0.12
H -2.747 1.704 -1.691 0.13
H -4.737 2.779 -0.896 0.08
H -3.849 3.992 -0.248 0.09
H -4.660 -0.892 -0.155 0.13
H -4.025 0.220 -1.369 0.12
H -1.790 -0.836 -1.176 0.08
H -3.005 -2.046 -1.624 0.13
H -3.195 -2.818 0.689 0.15
H -0.044 -1.656 -0.577 0.07
H 0.914 -4.433 -0.332 0.16
H 0.261 -3.985 -2.649 0.08
H 1.187 -2.475 -2.667 0.08
H 2.031 -4.024 -2.557 0.08
H 1.464 -1.673 1.085 0.12
H 4.395 -1.990 0.991 0.13
H 3.512 -1.388 2.417 0.13
H 4.234 0.859 2.722 0.11
H 4.501 3.166 1.859 0.12
H 3.510 1.818 -2.065 0.12
H 3.259 -0.494 -1.207 0.11
H -1.082 -0.732 1.402 0.08
H -1.860 -1.877 2.510 0.13
H -4.063 -0.782 2.074 0.13
H -2.874 0.430 2.612 0.12
```

Output
- HOMO: -8.71 eV
- SMILES: CSCC[C@H](N)C(=O)N1CCC(C(=O)N[C@@H](C)C(=O)NCc2ccc(F)cc2)CC1
- Kohn-Sham gap: 9.15 eV

---

# 8
The following is a DFT calculation (the ωB97M-V functional and the def2-TZVPD basis) of C40H59AsN8O4RbS3Si as an isolated structure.

Structure (XYZ):
```
117
Properties=species:S:1:pos:R:3:lowdin_charge:R:1
Rb -0.201 0.346 -0.137 0.84
C -3.673 4.719 -0.932 -0.02
C -2.400 3.981 -0.606 -0.25
N -1.722 3.336 -1.479 0.12
N -2.349 3.120 -2.679 -0.04
C -1.742 2.852 -3.860 -0.92
N -2.540 2.143 -4.717 0.07
S -0.289 3.470 -4.348 0.59
C -1.965 3.903 0.805 -0.22
C -2.569 4.679 1.796 -0.02
C -2.277 4.424 3.126 -0.06
C -1.380 3.419 3.437 -0.05
C -0.781 2.736 2.385 -0.12
N -1.069 2.961 1.114 0.08
H -3.766 4.865 -2.006 0.07
H -3.666 5.704 -0.469 0.07
H -4.545 4.174 -0.564 0.10
H -3.335 2.907 -2.618 0.14
H -3.179 1.474 -4.310 0.10
H -2.069 1.839 -5.551 0.08
H -3.271 5.458 1.540 0.10
H -2.765 4.997 3.905 0.11
H -1.152 3.159 4.461 0.08
H -0.039 1.967 2.594 0.09
O 1.792 1.787 -0.233 -0.74
S 1.913 2.310 -1.601 0.93
C 3.401 3.360 -1.595 -0.35
C 3.635 4.242 -2.639 -0.09
C 4.817 4.966 -2.658 -0.09
C 5.743 4.810 -1.636 -0.09
C 5.482 3.944 -0.581 -0.07
C 4.303 3.215 -0.555 -0.05
C 2.907 1.069 -2.492 -0.38
C 3.125 1.156 -3.858 -0.09
C 4.013 0.274 -4.455 -0.09
C 4.664 -0.688 -3.690 -0.11
C 4.404 -0.790 -2.330 -0.07
C 3.524 0.094 -1.726 -0.07
H 2.889 4.352 -3.419 0.10
H 5.015 5.651 -3.473 0.10
H 6.669 5.371 -1.661 0.10
H 6.205 3.834 0.217 0.11
H 4.070 2.539 0.261 0.12
H 2.613 1.909 -4.444 0.10
H 4.207 0.336 -5.519 0.10
H 5.371 -1.363 -4.157 0.10
H 4.889 -1.553 -1.734 0.11
H 3.320 0.053 -0.660 0.11
C -5.138 -3.125 -0.622 -0.08
C -5.896 -2.205 0.338 -0.17
C -4.973 -1.426 1.299 -0.31
C -5.815 -0.646 2.323 -0.18
C -4.953 0.084 3.354 -0.07
C -4.132 -2.437 2.065 -0.45
O -4.625 -3.251 2.827 0.07
N -2.792 -2.375 1.845 0.22
C -2.186 -1.663 0.778 -0.63
O -1.046 -2.003 0.461 -0.15
N -2.858 -0.677 0.187 0.09
C -4.151 -0.423 0.460 -0.49
O -4.735 0.563 0.011 0.02
H -5.813 -3.545 -1.369 0.07
H -4.679 -3.953 -0.078 0.08
H -4.347 -2.578 -1.139 0.07
H -6.588 -2.799 0.939 0.12
H -6.472 -1.471 -0.228 0.12
H -6.478 -1.351 2.829 0.11
H -6.420 0.074 1.772 0.11
H -4.404 -0.626 3.975 0.08
H -5.574 0.697 4.009 0.07
H -4.231 0.737 2.858 0.08
H -2.199 -3.046 2.312 0.16
N 0.410 -0.597 -2.994 0.17
C 0.698 -1.677 -3.298 -0.25
N 0.981 -2.910 -3.665 -0.11
C -0.036 -3.949 -3.572 -0.12
C -0.580 -4.308 -4.974 -0.16
C 0.367 -3.779 -6.058 -0.20
C 1.808 -4.086 -5.652 -0.17
C 2.181 -3.229 -4.429 -0.13
H -0.824 -3.597 -2.911 0.13
H 0.421 -4.824 -3.102 0.13
H -1.582 -3.901 -5.117 0.11
H -0.654 -5.394 -5.063 0.11
H 0.246 -2.697 -6.159 0.12
H 0.120 -4.232 -7.019 0.11
H 2.506 -3.877 -6.464 0.11
H 1.884 -5.150 -5.417 0.11
H 2.636 -2.294 -4.745 0.11
H 2.897 -3.757 -3.791 0.12
C -1.047 0.829 6.956 -0.37
As 0.141 0.458 5.401 1.01
C 1.380 1.959 5.688 -0.36
C 1.233 -0.853 6.366 -0.37
S 2.823 -0.277 3.085 0.07
H -0.482 1.221 7.805 0.01
H -1.530 -0.101 7.257 0.01
H -1.832 1.541 6.696 -0.01
H 1.777 1.935 6.704 0.02
H 0.902 2.926 5.517 0.00
H 2.199 1.841 4.979 -0.03
H 1.548 -0.448 7.330 0.02
H 2.108 -1.074 5.756 -0.03
H 0.672 -1.774 6.535 0.01
C 2.010 -3.482 3.656 -0.22
Si 3.015 -2.267 2.577 -0.06
C 2.573 -2.746 0.789 -0.22
C 4.830 -2.850 2.724 -0.26
H 2.665 -4.211 4.142 0.01
H 1.285 -4.032 3.047 0.01
H 1.451 -2.962 4.434 -0.02
H 2.790 -3.806 0.621 0.02
H 3.164 -2.164 0.077 -0.01
H 1.515 -2.578 0.582 0.00
H 4.941 -3.899 2.428 0.01
H 5.197 -2.742 3.748 0.01
H 5.474 -2.249 2.076 0.01
```

Output
- HOMO: -3.98 eV
- ΔE to the lowest compared entry with this formula, charge and spin: 27.8 kcal per mole
- Total charge: -1
- Kohn-Sham gap: 5.69 eV

---

Number 1: DFT total energy -2792.64895 Eh. Number 2: DFT total energy -589.86038 Eh. Number 3: DFT total energy -1625.87330 Eh. Number 4: DFT total energy -285.18661 Eh. Number 5: DFT total energy -358.99996 Eh. Number 6: DFT total energy -4363.54430 Eh. Number 7: DFT total energy -1761.69563 Eh. Number 8: DFT total energy -6042.69935 Eh.